{
  "formula": "C42H119N5O26",
  "method": "ωB97M-V/def2-TZVPD",
  "elements": ["C", "O", "C", "C", "N", "C", "C", "O", "C", "H", "H", "H", "H", "H", "H", "H", "H", "H", "H", "H", "H", "H", "H", "H", "C", "O", "C", "C", "N", "C", "C", "O", "C", "H", "H", "H", "H", "H", "H", "H", "H", "H", "H", "H", "H", "H", "H", "H", "C", "O", "C", "C", "N", "C", "C", "O", "C", "H", "H", "H", "H", "H", "H", "H", "H", "H", "H", "H", "H", "H", "H", "H", "C", "O", "C", "C", "N", "C", "C", "O", "C", "H", "H", "H", "H", "H", "H", "H", "H", "H", "H", "H", "H", "H", "H", "H", "C", "O", "C", "C", "N", "C", "C", "O", "C", "H", "H", "H", "H", "H", "H", "H", "H", "H", "H", "H", "H", "H", "H", "H", "O", "H", "H", "O", "H", "H", "O", "H", "H", "O", "H", "H", "C", "C", "O", "O", "H", "H", "H", "H", "H", "H", "C", "C", "O", "O", "H", "H", "H", "H", "H", "H", "C", "C", "O", "O", "H", "H", "H", "H", "H", "H", "C", "C", "O", "O", "H", "H", "H", "H", "H", "H", "C", "C", "O", "O", "H", "H", "H", "H", "H", "H", "C", "C", "O", "O", "H", "H", "H", "H", "H", "H"],
  "positions_angstrom": [[4.9994, -6.4769, -1.8127], [4.9241, -5.0845, -2.0032], [3.8260, -4.5884, -1.2469], [3.6062, -3.1590, -1.6111], [4.8605, -2.3647, -1.4259], [5.4231, -2.2864, -0.0661], [4.4474, -1.8798, 1.0034], [3.7911, -0.6390, 0.7648], [3.8200, 0.2239, 1.9015], [4.0966, -6.9859, -2.1502], [5.1016, -6.8437, -0.7914], [5.8493, -6.9947, -2.2573], [3.9978, -4.7193, -0.1785], [2.9093, -5.1666, -1.3626], [2.8032, -2.7709, -0.9845], [3.1690, -3.0134, -2.5988], [5.3713, -3.0825, -1.9197], [6.2862, -1.6225, -0.1149], [5.8286, -3.2680, 0.1788], [5.1319, -1.7765, 1.8453], [3.6693, -2.5738, 1.3213], [3.1709, 1.0827, 1.7307], [4.8009, 0.6342, 2.1416], [3.4386, -0.1785, 2.8399], [-7.1889, -0.4989, 6.0631], [-6.3499, -0.6817, 4.9127], [-5.1087, -1.4355, 5.0418], [-4.3944, -1.4006, 3.6758], [-3.7123, -0.1745, 3.5276], [-3.3622, 0.3088, 2.1954], [-4.6140, 0.7853, 1.4846], [-5.3516, 1.7044, 2.3353], [-4.8622, 3.0186, 2.1972], [-6.6191, 0.0481, 6.8143], [-7.4176, -1.4902, 6.4544], [-8.1111, -0.0388, 5.7082], [-5.3773, -2.4796, 5.2027], [-4.5786, -1.2661, 5.9790], [-5.1049, -1.5221, 2.8582], [-3.6444, -2.1543, 3.4363], [-4.4898, 0.4501, 3.6872], [-2.7659, -0.3975, 1.6179], [-2.6886, 1.1609, 2.2866], [-5.3406, 0.0058, 1.2558], [-4.4201, 1.1749, 0.4853], [-3.7807, 3.0758, 2.3203], [-5.2111, 3.5507, 3.0822], [-5.1730, 3.5129, 1.2767], [-0.4608, -3.5789, 0.8001], [-0.9173, -4.4895, -0.1835], [-0.9604, -3.8278, -1.4122], [-1.3884, -4.7082, -2.6015], [-2.7870, -4.9999, -2.5935], [-3.2765, -5.9603, -3.5822], [-3.0072, -5.6865, -5.0744], [-3.7078, -4.5540, -5.5438], [-3.3514, -4.2220, -6.9199], [0.5850, -3.2903, 0.6947], [-0.6651, -3.9271, 1.8125], [-1.0976, -2.6977, 0.8783], [0.0073, -3.3993, -1.6729], [-1.6628, -3.0031, -1.2912], [-0.8439, -5.6368, -2.4300], [-1.0303, -4.1839, -3.4876], [-3.2440, -4.1372, -2.8526], [-4.3520, -6.1219, -3.5087], [-2.7845, -6.9048, -3.3500], [-3.2369, -6.5716, -5.6676], [-1.9598, -5.4221, -5.2203], [-3.7204, -5.0499, -7.5252], [-2.2698, -4.1007, -6.9802], [-3.7381, -3.3246, -7.4029], [-1.6902, 2.5475, -0.0416], [-1.9234, 3.6049, -1.0181], [-1.0025, 4.6280, -0.9671], [-1.3689, 5.4476, -2.1346], [-0.4697, 6.5576, -2.1288], [-0.9458, 7.5409, -3.0961], [0.0464, 8.7498, -3.0336], [0.2173, 9.1819, -1.6435], [0.5982, 10.5505, -1.3650], [-1.8974, 2.9628, 0.9446], [-0.6683, 2.1681, -0.0422], [-2.4139, 1.8062, -0.3805], [-0.0110, 4.1768, -1.0046], [-1.1094, 5.1232, -0.0020], [-2.4174, 5.7454, -2.1357], [-1.2153, 4.8014, -2.9988], [-0.5137, 7.0097, -1.2267], [-1.9305, 7.8603, -2.7547], [-1.0756, 7.1732, -4.1139], [-0.3777, 9.5624, -3.6234], [1.0745, 8.5505, -3.3359], [1.6736, 10.6344, -1.2081], [0.0975, 10.8640, -0.4490], [0.3060, 11.2658, -2.1339], [-7.6342, 2.3758, -6.2238], [-6.4676, 1.6376, -6.1822], [-6.5880, 0.3151, -5.7375], [-5.1878, -0.2237, -5.8610], [-4.1213, 0.3390, -5.0049], [-2.7409, -0.1799, -5.3379], [-1.7583, 0.3320, -4.2669], [-1.7466, -0.6194, -3.1651], [-0.8930, -0.1666, -2.1250], [-7.4761, 3.4542, -6.2298], [-8.3135, 2.2612, -5.3791], [-8.2652, 2.1440, -7.0819], [-7.3892, -0.1534, -6.3089], [-6.9481, 0.2073, -4.7143], [-4.8153, -0.1241, -6.8805], [-5.3382, -1.2934, -5.7151], [-4.1539, 1.3038, -5.3019], [-2.4489, 0.2215, -6.3084], [-2.6059, -1.2609, -5.3728], [-2.1940, 1.2661, -3.9122], [-0.7779, 0.5885, -4.6685], [-1.1337, 0.8509, -1.8171], [0.1589, -0.1224, -2.4074], [-0.9354, -0.8109, -1.2468], [0.8163, 0.8954, 3.6646], [0.4020, 1.7073, 3.3723], [0.0848, 0.3180, 3.8834], [2.0237, 1.7505, -0.6949], [1.9459, 1.6914, -1.6471], [1.8920, 0.8537, -0.3873], [1.2937, -0.7785, 0.5130], [2.2317, -0.8276, 0.6972], [0.8819, -0.7297, 1.3757], [1.7699, 1.3521, -3.3906], [1.6535, 1.6991, -4.2751], [2.4920, 0.7289, -3.4705], [2.1180, -5.5587, 3.7044], [2.3117, -6.1316, 5.1814], [1.5075, -5.5451, 6.1493], [2.7414, -4.2848, 3.4496], [1.0544, -5.4836, 3.4782], [2.4077, -6.3053, 2.9650], [3.3572, -5.9368, 5.4206], [2.2306, -7.2176, 5.1351], [1.5721, -5.9321, 7.0255], [2.3511, -3.5553, 3.9365], [-1.5375, 5.0291, 3.9493], [-1.1022, 3.5554, 4.2339], [-0.1054, 3.4196, 3.2590], [-0.4805, 5.9470, 4.1167], [-2.3417, 5.1937, 4.6663], [-2.0054, 5.0944, 2.9670], [-1.9774, 2.9137, 4.1329], [-0.7870, 3.2905, 5.2432], [0.3323, 4.2714, 3.3261], [-0.4697, 6.1933, 5.0445], [5.9019, 4.0243, 0.0506], [4.7510, 3.2771, -0.5106], [3.6902, 3.3839, 0.4030], [6.8891, 4.0848, -0.9054], [6.3266, 3.6730, 0.9910], [5.6147, 5.0590, 0.2378], [4.9533, 2.2812, -0.9048], [4.3709, 3.7701, -1.4054], [2.9879, 2.7945, 0.1184], [7.7369, 3.8437, -0.5250], [-0.9005, -2.0202, 4.5743], [0.5812, -2.1423, 4.8773], [1.4601, -1.9065, 3.8458], [-1.1950, -0.6865, 4.3152], [-1.4738, -2.2917, 5.4608], [-1.0966, -2.6086, 3.6780], [0.8929, -3.1613, 5.1067], [0.8624, -1.5892, 5.7735], [1.5247, -0.9523, 3.7630], [-2.1128, -0.6755, 4.0340], [6.0622, 0.5004, -4.6244], [5.3099, 0.4969, -3.3278], [4.2656, -0.4731, -3.3308], [5.1618, 0.6659, -5.7574], [6.6588, -0.4000, -4.7711], [6.7013, 1.3742, -4.4970], [4.9027, 1.4394, -2.9618], [5.9897, 0.1985, -2.5297], [4.3798, -0.9645, -2.5141], [4.3646, 0.1843, -5.5244], [4.3725, -0.6640, 5.8984], [5.2554, -1.8617, 6.3058], [5.7472, -1.6976, 7.6091], [3.3617, -0.4261, 6.9066], [3.9146, -0.7713, 4.9151], [5.0249, 0.2044, 5.8064], [5.9994, -2.2530, 5.6119], [4.5667, -2.6979, 6.4267], [4.9692, -1.8095, 8.1603], [3.5680, 0.4003, 7.3495]],
  "atomic_forces_ev_per_a": [[0.1, -1.4, 0.1], [-0.2, -0.8, 0.4], [-0.3, -0.3, 0.2], [-0.9, 1.2, 1.5], [-1.0, -0.7, -1.0], [-0.8, -0.8, -1.2], [0.6, 0.4, 0.9], [1.0, 0.5, 0.5], [-0.3, 1.1, 0.4], [-0.2, 0.1, -0.4], [-0.1, 0.8, 0.7], [0.1, 0.8, -0.7], [0.5, 0.2, 0.3], [-0.1, -0.2, -0.7], [0.0, 0.1, 0.4], [0.7, -0.1, -0.4], [1.7, 0.8, -0.4], [-0.2, 0.3, 0.1], [0.0, -0.2, 0.5], [-0.3, 0.1, 0.5], [0.2, -0.6, -0.4], [0.1, -0.1, -0.4], [0.3, -0.2, -0.4], [-0.1, -0.8, -0.2], [1.4, -1.1, -0.7], [0.9, 0.3, -0.4], [-1.8, -1.5, -0.4], [0.1, -0.9, -0.4], [0.0, 2.4, 0.1], [0.1, -0.2, -0.5], [-1.1, -0.1, -0.4], [0.8, -0.4, -1.1], [0.1, 0.3, 1.2], [-0.4, 0.4, 0.2], [-0.3, -0.1, 0.3], [0.3, 0.3, 0.2], [-0.4, -0.4, -0.2], [0.6, 1.1, -0.3], [-0.8, -0.2, 0.3], [-0.2, -0.9, 0.9], [0.2, 1.0, 1.1], [-0.3, -0.4, -0.2], [0.0, 0.1, 0.3], [0.1, -0.4, 0.4], [0.3, 0.6, 0.1], [0.3, -0.2, -0.4], [-0.4, 0.3, -0.2], [0.0, -0.1, -0.1], [-0.7, -0.1, 0.8], [0.4, -0.2, 0.7], [-0.7, 0.3, -0.9], [1.0, -0.2, 1.4], [-1.5, 0.4, -0.7], [0.6, -0.3, -0.6], [0.7, 0.8, 0.2], [-0.8, 1.4, -0.9], [0.2, -1.2, 0.8], [0.0, 0.0, -0.1], [0.5, -1.1, -0.1], [0.0, 0.7, -0.9], [0.3, 0.1, 0.1], [-0.1, 0.4, -0.3], [0.2, -0.2, -0.5], [0.1, -0.1, -0.3], [-0.3, 0.4, 0.4], [0.0, 0.2, 0.5], [-0.1, -0.3, -0.1], [-0.1, -0.2, -0.1], [0.5, -0.5, 0.0], [0.4, -0.2, -0.3], [0.2, -0.4, -0.1], [-0.7, 0.3, 1.1], [-0.7, 1.4, -1.1], [-0.7, -2.6, 1.0], [-0.3, -1.1, 0.8], [1.0, 0.1, 0.0], [-0.1, 0.4, -1.6], [1.6, 1.4, 1.4], [-0.2, 0.5, 0.9], [-0.8, 0.5, -0.3], [-0.3, -0.9, -0.3], [-0.1, -0.2, 0.3], [0.1, 0.0, -0.3], [0.2, -0.3, 0.6], [0.4, 0.5, -0.3], [0.2, 0.6, 0.2], [-0.4, -0.1, 0.3], [0.0, 0.2, -0.3], [0.2, 0.1, 0.1], [-0.3, 0.5, -0.2], [0.4, -0.2, 0.0], [0.1, 0.2, -0.1], [-0.2, -0.5, -0.7], [0.1, -0.1, -0.1], [0.0, -0.2, 0.1], [-0.1, -0.2, -0.3], [-1.5, 0.7, 0.1], [0.2, 1.1, 0.4], [0.4, 0.8, 0.2], [0.5, -1.9, -0.6], [-0.5, -1.0, 0.0], [-0.2, 1.1, 0.6], [-1.4, -0.5, 0.5], [0.6, 0.7, -0.8], [0.3, 0.3, 0.2], [0.7, -0.1, -0.3], [0.2, -0.5, 0.6], [0.1, -0.2, -0.4], [0.4, -0.7, -0.6], [0.2, 0.5, 0.5], [-0.5, 0.0, -0.6], [0.6, -0.3, 0.4], [0.4, 0.4, 0.4], [0.2, 0.0, -0.3], [-0.8, -0.1, 0.0], [0.1, 0.3, 0.3], [0.3, -0.6, 0.1], [-0.2, 0.0, -0.1], [0.0, -0.2, -0.4], [-0.4, -0.2, -0.2], [1.1, -0.4, -0.1], [0.2, 0.7, -0.3], [-0.8, -0.3, 0.2], [-0.2, 0.1, 0.3], [-0.1, 0.3, -0.7], [-0.4, -0.6, 0.4], [-1.4, 0.0, -0.5], [0.9, -0.2, -0.1], [-0.3, 0.1, 0.3], [-0.2, 0.2, -0.1], [-0.1, 0.3, -0.1], [0.7, -0.7, 0.0], [-0.9, 0.7, 1.5], [1.5, 0.0, -1.8], [-1.3, 1.0, -0.1], [0.6, -1.7, -0.2], [-0.4, 0.2, 0.4], [0.9, 0.2, 0.2], [0.3, 0.0, 0.0], [-0.4, -0.2, 0.0], [0.3, -0.3, -0.2], [-0.3, 0.0, 0.0], [-1.6, -1.4, 2.2], [-0.8, 1.7, -0.7], [0.3, -1.3, -0.2], [0.0, -0.1, -0.4], [-0.2, 0.7, 0.1], [0.6, 0.0, -0.2], [0.0, -0.3, -0.9], [0.5, 0.6, 0.3], [0.8, 0.1, -0.4], [0.2, 0.1, 0.0], [0.0, 0.9, 0.8], [-1.7, 0.4, -0.4], [0.7, 0.1, 1.3], [2.0, -0.2, -1.6], [-0.5, -0.6, 0.2], [-0.6, 0.0, 0.3], [0.4, -0.5, 0.8], [0.6, 0.5, -0.5], [-0.5, -0.3, -0.4], [-0.1, 0.1, -0.1], [1.2, -0.3, 0.2], [0.0, -1.7, 1.8], [0.5, 1.3, -1.5], [0.5, 0.4, -0.1], [0.0, -0.8, -0.1], [-0.3, -0.5, 0.1], [-1.1, -0.5, 0.7], [-0.2, 0.5, 0.1], [0.3, 0.6, -0.4], [-1.0, 1.1, 0.0], [-1.1, 0.8, -0.4], [-0.2, -1.1, 1.1], [-0.6, 0.9, -1.1], [0.9, 0.3, 0.8], [0.0, -0.1, 0.2], [0.3, 0.0, -0.8], [0.0, 0.4, -0.7], [0.5, 0.0, 0.0], [0.1, -0.9, 0.7], [-0.1, -0.2, 0.0], [0.9, 0.4, 0.1], [-2.2, -0.9, 0.3], [0.9, 0.5, 0.3], [0.5, -0.5, -0.6], [-0.2, -0.4, 0.1], [0.0, 0.2, 0.2], [0.3, 0.8, 0.0], [-0.4, -0.3, -0.6], [0.1, 0.2, 0.3], [0.0, 0.0, 0.0]],
  "fmax_ha_per_bohr": 0.05958,
  "mol_weight_g_mol": 1110.42,
  "spin_multiplicity": 1,
  "orbital_gap_ev": 9.08
}